(1)
21
Properties=species:S:1:pos:R:3:forces:R:3:mulliken_charge:R:1 method="wB97M-V/def2-TZVPD" smiles="C[C@H]1C(=O)N[C@H]2CCC(=O)N21" charge=0 e_lumo_ha=0.0242
C -1.61003 -0.69378 1.71790 -1.2 0.3 -0.9 -1.4602
C -0.17205 -0.61416 1.35326 1.1 0.8 1.2 0.4567
C 1.19400 -0.01151 -0.47534 1.4 0.6 -1.8 -0.2409
C 0.75035 0.56599 -1.85549 1.1 1.3 0.4 -0.7223
C -0.03124 1.83544 -1.42030 1.0 0.7 -0.6 -0.4041
C -0.48930 1.48844 -0.02454 -2.6 2.4 0.5 0.3553
C 0.33346 -1.83666 0.62952 0.4 -2.3 1.2 0.3313
H -2.25532 -0.73006 0.79003 0.6 0.3 1.0 0.3093
H -1.87195 0.14654 2.34905 -0.3 0.2 -0.2 0.3574
H -1.80737 -1.59681 2.26290 0.1 -0.6 0.3 0.4191
H 0.48510 -0.44130 2.26265 -0.8 -0.7 -0.6 0.1898
H 2.18060 0.36254 -0.18479 0.2 0.1 -0.2 0.3101
H 0.08194 -0.14586 -2.32162 0.1 -0.2 -0.3 0.3005
H 1.63039 0.86405 -2.49323 -1.0 -0.7 0.4 0.3026
H 0.62305 2.77679 -1.44696 -0.9 -1.3 0.3 0.2204
H -0.91837 2.06884 -2.02343 0.3 -0.2 0.2 0.3219
H 1.77261 -2.14108 -0.72892 0.4 0.3 -0.5 0.2135
N 0.21334 0.45198 0.44141 -0.4 -0.8 0.2 0.1603
N 1.17076 -1.43198 -0.35782 -1.1 -0.8 0.6 -0.0828
O -1.41485 2.08696 0.54518 1.5 -1.1 -0.5 -0.6657
O 0.13488 -3.00439 0.98054 0.1 1.8 -0.7 -0.6722

=====

(2)
156
Properties=species:S:1:pos:R:3:forces:R:3:mulliken_charge:R:1 method="wB97M-V/def2-TZVPD" smiles="CCC[C@](OC)([C@H](Cl)[C@@H](C)Cl)[C@@](CCCI)(CC(=O)OC(C)=O)O[C@H](CCSc1nnco1)CCC(F)(F)C(F)(F)C(F)(F)C(F)(F)C(F)(F)C(F)(F)F.O=S1(=O)OCCO1.O=S1(=O)OCCO1.O=S1(=O)OCCO1.O=S1(=O)OCCO1.O=S1(=O)OCCO1.O=S1(=O)OCCO1" charge=0 e_lumo_ha=0.0054
C -5.00955 0.33593 2.45068 -0.2 -0.5 0.0 -1.4618
C -4.13166 -0.92476 2.54220 -0.3 0.1 0.1 -0.6408
C -2.71290 -0.70837 3.12728 -0.7 0.2 -0.2 -0.7948
C -1.48028 -0.99436 2.27022 1.2 -0.2 0.2 1.0963
O -1.38334 -2.32828 1.80559 -0.7 0.2 -0.2 -0.1110
C -2.18263 -3.33628 2.38690 0.1 -0.4 0.0 -0.6860
C -0.13867 -0.70350 3.12459 -0.4 -0.2 0.6 0.2350
Cl 0.92854 -2.14185 3.23351 0.0 0.0 -0.2 -0.0959
C -0.35220 -0.20020 4.56363 1.2 -0.3 0.3 0.7728
C -0.61309 -1.27192 5.63183 -0.5 0.8 0.1 -1.4512
Cl 1.22687 0.61527 5.03166 -0.2 0.2 0.0 -0.2478
C -1.28971 -0.09977 0.99532 -0.5 0.0 -0.1 1.0152
C -2.40762 -0.20862 -0.04399 -0.1 -0.6 -0.8 -1.7515
C -2.62634 -1.59916 -0.66622 -0.5 0.0 0.0 -0.4329
C -3.18367 -1.49757 -2.09488 0.2 -0.4 0.2 -0.2751
I -4.71158 -2.96718 -2.42176 0.1 0.1 -0.1 0.0057
C -1.09654 1.38953 1.42828 -0.1 0.1 0.6 0.6147
C -2.04678 2.38203 0.82203 0.1 -0.2 0.6 -0.7782
O -1.95670 2.82496 -0.26537 0.0 0.4 -1.3 -0.5115
O -3.05219 2.79877 1.68755 0.3 -0.2 0.0 -0.1257
C -2.79466 3.92158 2.43887 0.1 0.3 0.1 0.5609
C -1.95217 4.99760 1.84838 0.0 0.3 -0.6 -0.2621
O -3.29459 3.99966 3.51266 -0.5 -0.1 0.8 -0.5838
O -0.10004 -0.63090 0.42822 -0.2 0.3 0.1 -0.3659
C 0.55916 0.08331 -0.59333 1.0 -0.1 -0.7 -0.2904
C 0.60377 -0.82434 -1.85702 -0.1 0.1 0.7 -0.9489
C 0.93435 -2.27467 -1.55011 -0.1 -0.2 -0.4 -0.3747
S 0.91854 -3.39181 -3.04129 0.4 0.2 0.0 -0.3724
C -0.07554 -2.59013 -4.22602 -1.2 0.2 -0.4 0.3803
N -1.19170 -3.03902 -4.72579 0.3 -0.4 0.5 -0.1471
N -1.66256 -2.09984 -5.61013 0.0 0.3 -0.3 -0.4238
C -0.81546 -1.12562 -5.59581 -0.5 -0.9 0.1 0.0058
O 0.20644 -1.37815 -4.77299 1.1 0.7 0.4 -0.1093
C 1.92453 0.46954 0.02221 -0.5 -0.3 -0.1 0.0249
C 2.89702 1.26194 -0.84507 0.1 0.0 0.1 -1.9130
C 4.23531 0.57623 -0.97697 -0.3 0.1 -0.2 1.3338
F 4.95930 1.18863 -1.95803 0.1 -0.1 0.2 -0.3348
F 4.04839 -0.72123 -1.35685 0.3 0.0 0.0 -0.3185
C 5.07581 0.59910 0.33249 0.1 0.0 -0.1 0.5128
F 5.10147 1.87205 0.78703 0.1 0.0 0.0 -0.2909
F 4.45485 -0.14081 1.26719 0.0 -0.1 -0.1 -0.3268
C 6.55702 0.06683 0.21492 -0.1 -0.1 -0.3 0.5705
F 6.69274 -0.70169 -0.88797 -0.2 0.1 -0.1 -0.2838
F 6.81311 -0.71803 1.27262 0.1 0.1 0.1 -0.3607
C 7.63968 1.17333 0.14462 0.0 0.2 0.1 0.6737
F 7.26405 2.12741 -0.72952 0.0 -0.2 -0.1 -0.2579
F 7.75573 1.74615 1.35460 0.0 -0.1 0.1 -0.2995
C 9.06473 0.71386 -0.30190 0.2 0.3 0.1 0.5086
F 9.86062 1.78391 -0.09914 0.0 0.1 0.1 -0.3004
F 9.08755 0.44214 -1.61380 -0.2 -0.2 0.0 -0.2543
C 9.71480 -0.46096 0.47488 0.0 0.1 -0.4 0.6437
F 9.19886 -1.62023 0.08853 -0.2 -0.2 0.0 -0.2221
F 11.01136 -0.47311 0.20338 0.3 0.0 -0.1 -0.2603
F 9.55523 -0.31178 1.77876 -0.1 0.0 0.3 -0.2332
H -4.98100 0.79994 1.46684 0.2 0.3 0.1 0.3125
H -4.76600 1.05237 3.23324 0.1 0.2 -0.1 0.2861
H -6.04705 0.03352 2.59894 0.0 0.1 0.0 0.4661
H -4.66761 -1.60928 3.20159 0.2 -0.1 0.1 0.6334
H -4.12161 -1.42825 1.57998 0.1 0.0 0.0 -0.1083
H -2.66806 -1.31517 4.02869 0.3 0.0 0.0 0.5856
H -2.68015 0.31735 3.49489 0.1 0.1 -0.2 0.3476
H -2.14930 -3.34915 3.47830 0.0 0.1 0.0 0.1345
H -3.21650 -3.30755 2.04097 -0.1 0.1 0.1 0.2592
H -1.76466 -4.28638 2.05587 0.1 0.1 -0.1 0.3315
H 0.49905 0.01716 2.63226 -0.2 0.1 -0.2 -0.6833
H -1.05796 0.61808 4.63336 -0.1 0.0 -0.2 0.2464
H -1.04149 -2.17580 5.20877 0.1 -0.1 0.0 0.2170
H 0.29378 -1.48690 6.18385 0.0 -0.3 -0.2 0.5452
H -1.31437 -0.84976 6.35407 -0.1 -0.2 0.0 0.2486
H -2.16701 0.44629 -0.88670 0.2 0.2 0.2 1.3782
H -3.37857 0.14229 0.30615 0.1 0.2 0.3 -0.0812
H -3.35302 -2.15700 -0.08000 0.1 0.0 0.2 0.6689
H -1.72363 -2.20179 -0.66095 0.1 0.1 0.0 -0.2778
H -2.42262 -1.76480 -2.82435 -0.1 0.2 -0.1 -0.4797
H -3.59602 -0.51835 -2.32046 -0.2 0.0 0.0 0.6096
H -0.09897 1.75958 1.19457 0.0 -0.1 -0.3 -0.1311
H -1.17447 1.49683 2.51019 -0.1 -0.1 0.0 0.0758
H -1.05497 4.64000 1.35382 0.1 -0.1 0.1 -0.2281
H -1.69444 5.74027 2.59478 0.0 -0.2 0.2 0.3287
H -2.53971 5.49881 1.07521 0.0 -0.1 -0.1 0.3493
H 0.06090 1.00041 -0.92702 -0.3 0.0 0.4 0.1996
H -0.39578 -0.75071 -2.28808 0.0 -0.1 -0.2 0.2138
H 1.31767 -0.45324 -2.58710 0.0 0.2 -0.1 0.9972
H 1.94798 -2.36062 -1.16234 0.1 -0.1 0.0 0.3706
H 0.25419 -2.72476 -0.83378 0.0 0.1 0.1 0.1869
H -0.87686 -0.20081 -6.14252 0.2 0.0 0.1 0.4644
H 1.71590 1.06402 0.91203 0.0 -0.1 0.1 0.0518
H 2.36075 -0.46647 0.36854 0.0 0.0 0.0 0.6198
H 2.53491 1.41786 -1.86124 0.0 -0.1 -0.1 0.5573
H 3.05548 2.24892 -0.41573 0.0 0.0 -0.1 0.2801
C -6.96532 -0.40195 -5.17427 0.3 -0.4 0.0 -0.1344
C -8.37002 -0.95864 -5.26315 -0.1 0.3 -0.3 -0.3393
O -8.74366 -1.17885 -3.89922 0.1 0.0 0.1 -0.2868
S -8.06788 -0.07625 -2.96185 0.1 -0.3 -0.4 1.1145
O -9.00065 0.96027 -2.69955 0.1 0.1 0.1 -0.5984
O -7.38561 -0.75594 -1.92484 -0.1 0.1 0.4 -0.4195
O -6.99601 0.46027 -4.02368 -0.3 0.1 -0.1 -0.3442
H -6.23317 -1.19219 -4.99620 0.0 0.0 0.0 0.1163
H -6.68355 0.16915 -6.05482 0.0 0.2 0.1 0.3222
H -8.41739 -1.89335 -5.81325 0.0 -0.1 0.2 0.2946
H -9.06244 -0.23521 -5.70049 0.0 0.0 0.0 0.3227
C 5.71371 -1.15303 -6.10169 0.1 0.0 0.3 -0.3079
C 4.62580 -1.95888 -5.42258 0.0 -0.3 -0.3 -0.3600
O 3.45052 -1.14235 -5.55734 0.3 0.2 0.1 -0.1182
S 3.51409 -0.34139 -6.93595 0.0 -0.1 0.1 1.1267
O 2.76221 -1.04158 -7.91346 -0.1 0.1 -0.1 -0.5476
O 3.28256 1.03260 -6.66760 -0.1 0.0 0.0 -0.5668
O 5.06518 -0.57205 -7.23760 -0.1 -0.1 -0.1 -0.3265
H 6.07668 -0.35144 -5.46408 0.0 0.1 0.1 0.2566
H 6.54929 -1.76573 -6.42909 -0.1 0.0 -0.2 0.3131
H 4.82710 -2.14212 -4.37795 -0.1 0.1 0.3 0.3179
H 4.44861 -2.90783 -5.93322 0.0 0.0 0.0 0.2617
C -0.69311 6.08300 7.39684 -0.1 0.3 0.2 -0.3289
C -1.62105 6.31404 6.22139 -0.1 -0.4 -0.1 -0.1826
O -0.83287 7.09111 5.30622 0.1 0.2 0.2 -0.3054
S 0.70483 6.66171 5.41459 -0.4 -0.1 0.1 1.0164
O 0.98829 5.72481 4.38910 0.3 0.0 -0.1 -0.3574
O 1.48550 7.82937 5.59971 0.1 0.0 -0.1 -0.5867
O 0.59332 5.86743 6.79920 -0.1 -0.1 -0.2 -0.3185
H -0.63203 6.96245 8.04064 0.0 0.0 0.0 0.2768
H -0.97376 5.21645 7.98877 0.2 -0.1 -0.1 0.3162
H -2.51914 6.86095 6.49255 0.1 0.2 -0.1 0.3189
H -1.89848 5.37810 5.73163 0.0 0.0 0.0 0.1582
C 3.62664 -3.31895 5.47160 0.1 0.4 0.1 -0.2492
C 4.45424 -3.89040 6.60422 0.1 -0.3 -0.2 -0.3819
O 3.52968 -3.99494 7.69512 -0.1 0.2 -0.1 -0.3262
S 2.06757 -4.32936 7.13538 0.3 0.1 -0.2 1.0547
O 1.83650 -5.72513 7.22372 -0.2 0.0 0.0 -0.5537
O 1.15832 -3.39270 7.68871 -0.1 -0.1 0.1 -0.5351
O 2.35317 -3.96315 5.60649 0.1 -0.3 0.1 -0.2003
H 3.48110 -2.24189 5.57718 0.0 0.0 0.0 0.1987
H 4.04650 -3.53373 4.49286 -0.2 -0.1 0.0 0.3538
H 5.28600 -3.25058 6.88413 -0.1 0.1 0.2 0.3050
H 4.82410 -4.89025 6.36768 0.0 0.0 0.0 0.3038
C -5.66044 -6.49230 -6.71266 0.1 -0.4 0.1 -0.3476
C -7.15948 -6.52651 -6.92649 0.0 0.3 -0.3 -0.3617
O -7.70389 -6.25238 -5.62877 0.2 -0.1 0.1 -0.3382
S -6.73508 -5.25192 -4.83700 0.1 -0.2 -0.3 0.8585
O -7.22023 -3.92481 -4.97815 0.0 0.1 0.1 -0.3437
O -6.46058 -5.81238 -3.56616 -0.2 0.1 0.1 -0.5041
O -5.45982 -5.42033 -5.78395 -0.2 0.2 -0.1 -0.2145
H -5.29857 -7.41646 -6.25847 0.0 0.0 0.0 0.2851
H -5.10828 -6.29553 -7.62723 0.1 0.2 0.1 0.3060
H -7.51457 -7.48978 -7.28075 -0.1 0.0 0.2 0.3120
H -7.48528 -5.74133 -7.61199 0.0 0.0 0.0 0.2702
C 2.97912 6.60494 -1.57659 0.1 0.4 0.1 -0.3846
C 3.95407 5.95792 -0.61839 0.1 -0.3 -0.2 -0.1688
O 3.19003 5.76284 0.58189 -0.1 0.2 -0.1 -0.3328
S 1.66649 5.46459 0.21198 0.4 0.2 -0.2 1.0625
O 1.45540 4.05737 0.22942 -0.3 0.0 0.0 -0.3055
O 0.84046 6.35029 0.94349 -0.1 -0.2 0.1 -0.6032
O 1.73476 5.94196 -1.31253 0.1 -0.3 0.0 -0.3759
H 2.85441 7.66895 -1.36852 0.0 0.0 0.0 0.2927
H 3.25791 6.46711 -2.61745 -0.2 -0.1 0.0 0.3370
H 4.81926 6.57953 -0.40835 -0.1 0.0 0.2 0.3541
H 4.28249 4.98389 -0.98251 0.0 0.0 0.0 0.0971

=====

(3)
14
Properties=species:S:1:pos:R:3:forces:R:3:mulliken_charge:R:1 method="wB97M-V/def2-TZVPD" charge=-1 e_lumo_ha="0.1327 / 0.1308" multiplicity=2
S -2.02780 -2.01088 -0.28663 1.8 -0.9 1.3 -0.5209
S -3.89126 -1.33925 -1.41658 -2.1 0.9 -0.9 -0.5592
H -1.48071 -0.81298 -0.43402 0.2 0.2 -0.1 0.0161
H -3.56650 -1.95883 -2.54086 0.1 -0.1 -0.3 0.0456
C 1.97286 -0.17875 0.64258 0.3 0.4 0.1 -0.9703
C 0.84546 0.84672 0.82194 1.0 0.6 0.5 -0.3326
N 0.06246 1.17815 -0.34302 -0.7 -0.9 0.2 -0.4879
H 1.66465 -1.22300 0.68989 -0.2 0.1 -0.3 0.2258
H 2.69300 0.00326 1.45099 -0.1 -0.2 0.0 0.2997
H 2.54470 0.01787 -0.26762 -0.2 -0.2 -0.2 0.2879
H 1.33139 1.74740 1.23834 0.0 0.0 0.0 0.3400
H 0.22701 0.50086 1.64649 -0.5 -0.1 -0.3 0.2997
H 0.48095 1.70636 -1.08350 0.4 0.2 0.1 0.1487
H -0.85621 1.52305 -0.11800 0.0 0.0 -0.1 0.2074

=====

Calculated energy in order - -532.75702; -9268.50356; -932.70276 hartree